Entry from OMol25: a cluster of 2 separate species, C3H12N2O in total in a non-equilibrium geometry (ωB97M-V/def2-TZVPD).

Its multiplicity is 2. The calculation puts the molecular weight at 92.14 g mol⁻¹. The energy above the lowest of the compared OMol25 structures with the same formula, charge and spin is 0.619 eV. The calculation puts the HOMO energy (spin up / spin down) at -0.5039 / -0.5020 hartree. For the maximum force, the calculation gives 0.039 hartree/bohr. The charge is +1.

Cartesian coordinates (Å):
1 O 3.4911 0.3402 -3.3799
2 N -2.0323 -2.0863 0.8974
3 N -0.2710 1.2704 0.6143
4 C -1.2632 0.3239 0.1778
5 C 0.9712 0.9536 1.2305
6 C -1.6720 -0.7601 1.2758
7 H -2.8435 -2.1479 0.2946
8 H 0.9566 0.1083 1.9026
9 H 3.3334 -0.5882 -3.5196
10 H -0.8853 -0.2261 -0.7014
11 H 3.0711 0.6779 -4.1812
12 H -2.3300 -0.2486 1.9754
13 H 1.4001 1.8387 1.7046
14 H -1.2777 -2.5637 0.4304
15 H -0.2440 2.0247 -0.0750
16 H 1.7048 0.7558 0.4249
17 H -2.1022 0.9201 -0.1891
18 H -0.7181 -0.9083 1.7875

Here are the Löwdin charges for atoms 1 to 2, given in e: O -0.060; N 0.026

Entry from OMol25: a cluster of 10 separate species, C4H29NO9 in total in a non-equilibrium geometry (ωB97M-V/def2-TZVPD).

As for the SMILES: CC[C@H](C)N.O.O.O.O.O.O.O.O.O. Its multiplicity is 1. The calculation puts the molecular weight at 235.27 g mol⁻¹. The energy above the lowest of the compared OMol25 structures with the same formula, charge and spin is 2.804 eV. The calculation puts the HOMO energy at -0.3610 hartree. For the maximum force, the calculation gives 0.056 hartree/bohr.

Cartesian coordinates (Å):
1 O -2.2650 0.3332 3.8136
2 O -0.3834 -1.7263 0.5712
3 O 2.1072 0.5434 1.8230
4 O 2.1747 2.9756 -0.3561
5 O 2.9792 -3.2833 -0.0888
6 O 0.8042 -2.4813 -1.7544
7 O 0.3875 0.5484 -0.3533
8 O 4.4460 -1.0264 0.6551
9 O 3.6954 -0.6902 -2.3277
10 N -3.2808 0.1893 1.0231
11 C -2.9184 0.6481 -0.3426
12 C -2.9600 2.8551 -1.6032
13 C -3.0996 2.1466 -0.2579
14 C -3.8656 0.0343 -1.3902
15 H -4.1578 2.4957 0.0304
16 H -4.8579 0.3276 -1.0361
17 H 1.2376 0.4449 2.2181
18 H 2.5717 2.6945 0.4685
19 H 2.6262 0.8992 2.5551
20 H -2.5379 -0.2136 3.0606
21 H -3.6278 0.4724 -2.3343
22 H -3.9665 -1.0616 -1.3799
23 H 0.5322 -0.3699 -0.5724
24 H -3.6816 2.4711 -2.3308
25 H -2.1170 -0.3680 4.4708
26 H -0.1256 -2.4470 1.1836
27 H 4.4314 -0.1050 0.3859
28 H 1.7953 2.1888 -0.7569
29 H 0.0203 -1.9594 -1.9309
30 H 2.9538 -2.4460 0.4225
31 H 3.0518 -2.8648 -0.9591
32 H 0.8837 -3.0024 -0.9462
33 H -1.8576 0.5469 -0.6764
34 H -2.5206 2.6830 0.4996
35 H 5.0090 -1.4890 0.0272
36 H -2.0070 2.7450 -2.1235
37 H 3.3127 -1.3727 -2.8785
38 H -0.2426 0.6620 0.3543
39 H 3.0837 -0.4752 -1.6011
40 H -3.5848 -0.7688 1.0833
41 H -3.2050 3.9164 -1.4747
42 H -3.9296 0.8746 1.3973
43 H -0.7435 -1.2105 1.3236

Here are the Löwdin charges for atoms 1 to 2, given in e: O -0.084; O -0.076

Entry from OMol25: the molecule C5H6O (ωB97M-V/def2-TZVPD).

As for the SMILES: Cc1ccco1. Its multiplicity is 1. The calculation puts the molecular weight at 82.10 g mol⁻¹. The energy above the lowest of the compared OMol25 structures with the same formula, charge and spin is 0.224 eV. The calculation puts the HOMO energy at -0.3109 hartree. For the maximum force, the calculation gives 0.006 hartree/bohr.

Cartesian coordinates (Å):
1 O 0.1638 -1.1386 -0.4226
2 C -1.8931 -0.0519 0.1573
3 C -0.4344 0.0428 -0.1116
4 C 1.5024 -0.9388 -0.3537
5 C 0.5055 0.9997 0.1031
6 C 1.7723 0.3459 -0.0290
7 H -2.0371 -0.4409 1.1726
8 H 0.3291 2.0355 0.3611
9 H -2.3977 0.9148 0.1013
10 H 2.1171 -1.7985 -0.5717
11 H 2.7513 0.7734 0.1282
12 H -2.3792 -0.7435 -0.5349

Here are the Löwdin charges for atoms 1 to 2, given in e: O 0.024; C -0.017

Entry from OMol25: a structure of composition CF3Sm in a non-equilibrium geometry (ωB97M-V/def2-TZVPD).

Its multiplicity is 7. The calculation puts the molecular weight at 219.37 g mol⁻¹. The calculation puts the HOMO energy (spin up / spin down) at -0.4870 / -0.5787 hartree. For the maximum force, the calculation gives 0.041 hartree/bohr. The charge is +1.

Cartesian coordinates (Å):
1 Sm -1.3958 -0.2947 -1.7197
2 F 1.6541 0.6837 0.0883
3 F -1.7668 0.5877 0.2573
4 F 0.7595 -0.7434 1.2777
5 C 0.7490 -0.2333 0.0965

Here are the Löwdin charges for atoms 1 to 2, given in e: Sm 1.588; F 0.133

Entry from OMol25: the molecule CH3OPS in a non-equilibrium geometry (ωB97M-V/def2-TZVPD).

As for the SMILES: O=[P@@H]1CS1. Its multiplicity is 1. The calculation puts the molecular weight at 94.07 g mol⁻¹. The energy above the lowest of the compared OMol25 structures with the same formula, charge and spin is 0.245 eV. The calculation puts the HOMO energy at -0.3622 hartree. For the maximum force, the calculation gives 0.093 hartree/bohr.

Cartesian coordinates (Å):
1 S -1.5059 -0.4043 0.5743
2 P -0.0593 0.9115 -0.0637
3 O -0.2803 2.0184 -1.0232
4 C 0.1908 -0.8948 -0.0732
5 H 0.0172 -1.4984 -0.9877
6 H 0.7403 1.0870 0.9956
7 H 0.8972 -1.2194 0.5780

Here are the Löwdin charges for atoms 1 to 2, given in e: S 0.558; P 0.396

Entry from OMol25: a cluster of 2 separate species, C2H5FN2O3 in total in a non-equilibrium geometry (ωB97M-V/def2-TZVPD).

Its multiplicity is 1. The calculation puts the molecular weight at 124.07 g mol⁻¹. The energy above the lowest of the compared OMol25 structures with the same formula, charge and spin is 4.230 eV. The calculation puts the HOMO energy (spin up / spin down) at -0.4064 / -0.4064 hartree. For the maximum force, the calculation gives 0.118 hartree/bohr.

Cartesian coordinates (Å):
1 F 1.4817 -0.8099 -1.4315
2 O -2.5592 -0.0737 -0.2687
3 O 1.9727 0.9217 1.6555
4 O 2.9904 -0.5172 0.4025
5 N 1.0132 0.3850 -0.1226
6 N 2.1218 0.2198 0.6481
7 C -0.2263 0.0613 0.3683
8 C -1.2572 0.1117 -0.7379
9 H -0.5167 0.8937 0.9781
10 H -0.2197 -0.9076 0.8985
11 H -2.4907 -0.6489 0.5057
12 H -1.0278 -0.6402 -1.5156
13 H -1.2820 1.0043 -1.3804

Here are the Löwdin charges for atoms 1 to 2, given in e: F -0.156; O -0.041